A 14-piece molecular cluster, C81H194N14O14 overall in a non-equilibrium geometry. Source: the Open Molecules 2025 dataset; level of theory: ωB97M-V with the def2-TZVPD basis set.

Calculated values
- relative energy (zero: lowest compared OMol25 entry of this formula, charge and spin) (kJ/mol) = 0.0

The geometry in ORCA input format:
```
! RIJCOSX wB97M-V def2-TZVPD def2/J DEFGRID3
* xyz 0 1
C 2.016 -5.870 3.886
C 2.616 -6.199 2.502
C 2.940 -7.748 2.356
C 3.378 -8.079 0.912
C 2.326 -7.607 -0.103
C 1.949 -6.131 0.068
N 1.575 -5.978 1.486
O 1.221 -4.643 1.510
C 3.019 -5.257 -0.421
C 0.768 -5.898 -0.830
C 3.943 -5.349 2.528
H 0.994 -6.275 3.827
H 2.072 -4.816 4.206
H 2.522 -6.535 4.564
H 3.691 -7.955 3.084
H 1.959 -8.227 2.506
H 3.613 -9.156 0.856
H 4.300 -7.570 0.695
H 1.468 -8.273 0.004
H 2.861 -7.673 -1.110
H 4.031 -5.536 -0.127
H 3.106 -5.354 -1.519
H 2.988 -4.227 -0.121
H 0.456 -4.860 -0.788
H 1.164 -6.034 -1.790
H -0.123 -6.559 -0.751
H 4.712 -5.786 1.841
H 4.373 -5.432 3.509
H 3.759 -4.310 2.335
H 0.327 -4.547 1.813
C 0.948 2.495 -6.293
C -0.504 2.258 -6.724
C -0.407 1.554 -8.107
C -1.631 0.864 -8.559
C -2.117 -0.045 -7.432
C -2.343 0.626 -6.096
N -0.981 1.207 -5.805
O -1.120 1.723 -4.469
C -3.507 1.651 -5.984
C -2.579 -0.406 -5.007
C -1.163 3.648 -6.673
H 0.903 3.131 -5.396
H 1.481 2.963 -7.078
H 1.516 1.622 -5.963
H -0.252 2.375 -8.825
H 0.498 0.870 -8.210
H -1.376 0.172 -9.462
H -2.377 1.603 -8.845
H -1.300 -0.823 -7.266
H -2.962 -0.681 -7.906
H -3.520 2.400 -6.741
H -4.399 1.081 -6.111
H -3.497 2.067 -4.983
H -3.084 -0.135 -4.120
H -3.121 -1.263 -5.429
H -1.639 -0.906 -4.798
H -2.056 3.707 -7.320
H -0.449 4.348 -7.080
H -1.394 3.814 -5.641
H -0.195 1.827 -4.115
C 5.021 -0.381 -3.840
C 3.641 -0.882 -4.273
C 3.358 -0.628 -5.742
C 2.244 -1.405 -6.376
C 2.455 -2.875 -6.103
C 2.458 -3.161 -4.617
N 3.595 -2.379 -4.091
O 3.824 -2.694 -2.709
C 1.195 -2.947 -3.816
C 2.965 -4.647 -4.423
C 2.554 -0.042 -3.340
H 5.943 -0.842 -4.243
H 5.079 -0.329 -2.732
H 5.002 0.601 -4.319
H 3.216 0.447 -5.912
H 4.328 -0.886 -6.263
H 2.213 -1.179 -7.506
H 1.308 -1.056 -5.946
H 3.401 -3.099 -6.563
H 1.650 -3.492 -6.557
H 1.457 -2.770 -2.765
H 0.677 -2.063 -4.114
H 0.545 -3.835 -3.854
H 2.623 -4.997 -3.436
H 2.504 -5.362 -5.119
H 4.022 -4.587 -4.439
H 1.524 -0.209 -3.719
H 2.748 1.044 -3.583
H 2.761 -0.319 -2.294
H 3.013 -2.520 -2.201
C 1.512 1.858 8.219
C 0.901 2.962 7.351
C 1.483 4.288 7.779
C 1.061 5.479 6.929
C 1.436 5.053 5.484
C 0.806 3.619 5.007
N 1.216 2.628 6.014
O 0.562 1.357 5.665
C -0.737 3.806 4.809
C 1.382 3.297 3.655
C -0.639 2.964 7.785
H 1.392 2.051 9.318
H 2.569 1.779 7.897
H 1.096 0.880 8.004
H 1.116 4.480 8.803
H 2.619 4.342 7.780
H 1.515 6.458 7.217
H -0.017 5.667 6.989
H 2.527 4.941 5.441
H 1.219 5.772 4.652
H -0.827 4.480 3.977
H -1.168 2.886 4.533
H -1.207 4.333 5.657
H 2.382 2.925 3.848
H 0.879 2.512 3.094
H 1.420 4.185 3.076
H -1.075 2.045 7.329
H -1.213 3.839 7.668
H -0.626 2.800 8.806
H 1.346 0.809 5.577
C 3.938 6.654 -1.635
C 4.926 5.957 -0.701
C 4.208 6.060 0.624
C 4.734 5.083 1.667
C 4.764 3.686 1.113
C 5.534 3.549 -0.248
N 4.973 4.560 -1.207
O 5.712 4.584 -2.436
C 7.017 3.589 0.011
C 5.188 2.186 -0.841
C 6.327 6.655 -0.719
H 3.935 7.693 -1.350
H 2.935 6.247 -1.538
H 4.268 6.734 -2.672
H 4.330 7.074 0.962
H 3.057 5.860 0.588
H 4.111 5.096 2.564
H 5.758 5.394 1.875
H 3.764 3.294 1.061
H 5.306 2.998 1.788
H 7.357 4.217 0.824
H 7.335 2.588 0.354
H 7.597 3.908 -0.876
H 5.913 1.738 -1.505
H 5.102 1.481 -0.022
H 4.171 2.223 -1.345
H 6.911 6.245 0.081
H 6.177 7.711 -0.410
H 6.861 6.619 -1.683
H 5.097 4.122 -3.011
C 1.191 -2.916 7.143
C 0.376 -2.014 6.188
C 1.262 -1.577 4.902
O 2.284 -0.658 5.372
C 3.058 -0.101 4.310
N -0.640 -2.773 5.484
H 1.652 -3.826 6.681
H 0.615 -3.154 8.030
H 1.997 -2.241 7.504
H 0.014 -1.141 6.759
H 0.659 -1.045 4.102
H 1.678 -2.424 4.350
H 2.495 0.228 3.443
H 3.707 -0.904 3.948
H 3.648 0.688 4.678
H -1.159 -3.452 6.025
H -1.413 -2.240 5.060
C -1.022 4.225 0.018
C -0.654 4.153 -1.453
C 0.332 2.985 -1.597
O 0.978 2.843 -2.869
C 1.892 3.801 -3.237
N -1.791 4.129 -2.351
H -0.131 4.556 0.572
H -1.479 3.252 0.301
H -1.760 5.037 0.211
H -0.118 5.054 -1.620
H -0.070 2.013 -1.312
H 1.130 3.203 -0.802
H 1.533 4.825 -3.152
H 2.339 3.573 -4.198
H 2.650 3.755 -2.451
H -2.306 3.263 -2.242
H -1.446 4.121 -3.342
C 8.672 -1.357 3.508
C 7.787 -0.598 2.560
C 6.888 -1.543 1.788
O 6.402 -0.981 0.678
C 5.712 -1.972 -0.139
N 7.059 0.389 3.302
H 9.270 -2.099 3.007
H 8.046 -1.966 4.200
H 9.264 -0.586 3.997
H 8.467 -0.151 1.860
H 6.055 -1.899 2.499
H 7.435 -2.470 1.534
H 4.735 -2.277 0.230
H 6.342 -2.892 -0.240
H 5.608 -1.499 -1.112
H 6.357 0.848 2.681
H 6.485 -0.063 4.016
C -2.410 -4.690 0.677
C -2.305 -4.593 2.187
C -2.024 -5.916 2.833
O -1.929 -5.770 4.234
C -1.673 -6.959 4.923
N -1.147 -3.749 2.573
H -1.714 -5.428 0.373
H -2.127 -3.695 0.400
H -3.427 -4.954 0.344
H -3.296 -4.321 2.623
H -1.037 -6.194 2.448
H -2.809 -6.620 2.701
H -0.628 -7.346 4.638
H -2.455 -7.729 4.859
H -1.586 -6.665 5.950
H -1.296 -3.650 3.606
H -1.356 -2.786 2.304
C -6.060 4.515 2.266
C -5.951 4.090 0.841
C -6.810 4.933 -0.127
O -8.124 5.008 0.440
C -9.064 5.909 -0.058
N -4.580 3.877 0.282
H -7.070 4.288 2.611
H -5.822 5.545 2.413
H -5.333 4.033 2.942
H -6.380 3.026 0.831
H -6.936 4.480 -1.121
H -6.329 5.910 -0.212
H -9.708 6.206 0.743
H -9.722 5.483 -0.854
H -8.665 6.855 -0.417
H -4.561 3.024 -0.239
H -4.254 4.598 -0.336
C -6.821 1.371 -3.465
C -6.995 1.404 -1.938
C -8.222 0.623 -1.590
O -8.605 0.529 -0.208
C -9.360 1.672 0.132
N -5.784 1.023 -1.209
H -7.617 1.854 -4.036
H -6.666 0.364 -3.878
H -5.933 1.954 -3.817
H -7.289 2.436 -1.706
H -8.100 -0.433 -1.991
H -9.050 0.946 -2.143
H -9.449 1.697 1.203
H -10.255 1.641 -0.484
H -8.888 2.639 -0.117
H -5.394 0.147 -1.600
H -5.887 0.809 -0.226
C -6.999 -4.144 -1.896
C -6.513 -2.908 -2.743
C -5.043 -2.977 -3.174
O -4.237 -3.140 -2.053
C -2.876 -3.315 -2.394
N -7.419 -2.682 -3.857
H -6.194 -4.525 -1.364
H -7.386 -4.940 -2.567
H -7.805 -3.825 -1.228
H -6.574 -2.025 -2.083
H -4.857 -1.965 -3.581
H -4.776 -3.717 -3.943
H -2.734 -3.310 -3.511
H -2.631 -4.317 -2.103
H -2.259 -2.501 -2.021
H -7.212 -3.292 -4.671
H -8.360 -2.942 -3.628
C 1.697 0.457 0.370
C 0.803 -0.775 0.235
C -0.333 -0.534 -0.759
O -1.331 0.263 -0.168
C -2.448 0.522 -1.008
N 1.623 -1.913 -0.328
H 1.191 1.354 0.650
H 2.137 0.773 -0.594
H 2.469 0.348 1.113
H 0.406 -0.988 1.251
H -0.777 -1.477 -1.018
H -0.053 -0.016 -1.722
H -2.940 -0.401 -1.383
H -2.026 0.993 -1.936
H -3.254 1.146 -0.583
H 1.179 -2.821 -0.187
H 2.380 -1.979 0.339
C -3.890 1.167 2.572
C -3.492 -0.231 3.136
C -3.967 -1.353 2.191
O -5.146 -0.915 1.433
C -5.818 -2.050 0.910
N -1.991 -0.391 3.322
H -3.554 1.990 3.227
H -4.994 1.190 2.522
H -3.546 1.250 1.515
H -3.988 -0.418 4.102
H -4.208 -2.271 2.697
H -3.145 -1.634 1.475
H -6.105 -2.768 1.719
H -5.196 -2.596 0.160
H -6.754 -1.727 0.466
H -1.555 -0.176 2.433
H -1.638 0.317 3.965
*
```

Atom charges from the Mulliken analysis, given in e for atoms 1 to 6: number 1, C, carries -1.752; number 2, C, carries 2.046; number 3, C, carries -1.350; number 4, C, carries -0.841; number 5, C, carries -1.165; number 6, C, carries 2.125